DFT (ωB97M-V/def2-TZVPD) results for the molecule CH3N in a non-equilibrium geometry.

For the total energy, the calculation gives -2574.789 eV. Its multiplicity is 1. Its energy above the lowest of the compared OMol25 structures with the same formula, charge and spin is 3.7 kJ/mol. The gap between HOMO and LUMO is 11.336 eV. As for the HOMO energy: -0.370 Ha. The lowest unoccupied orbital energy is 1.274 eV.

Element x y z (Å)
N1 -0.407 0.086 -0.831
C1 -0.012 0.163 0.357
H1 0.807 -0.439 0.757
H2 0.079 -0.608 -1.390
H3 -0.468 0.798 1.107